74
Properties=species:S:1:pos:R:3:mulliken_charge:R:1 method="wB97M-V/def2-TZVPD" total_energy_ev=-119878.7525 total_charge=+3 orbital_gap_ev=6.851 relative_energy_kcal_mol=0.0
Ga 0.754 0.038 -0.526 1.0416
C 3.066 3.339 3.112 -0.7267
N 2.277 2.180 2.641 0.0335
C 1.837 1.061 3.380 -0.8598
C 1.300 0.150 2.548 -0.2408
N 1.362 0.696 1.223 0.3471
C 1.925 1.949 1.347 0.4533
P 2.340 3.004 -0.063 -0.3363
C 3.049 1.731 -1.161 0.0576
N 2.434 0.561 -1.374 0.5111
C 3.282 -0.176 -2.136 -0.4643
C 4.352 0.574 -2.472 -0.5245
N 4.233 1.769 -1.785 0.1032
C 5.112 2.899 -1.664 -0.8362
C 0.637 2.959 -0.685 0.0920
N -0.074 1.842 -0.938 0.1317
C -1.353 2.227 -1.256 -0.3978
C -1.376 3.630 -1.249 -0.6499
N -0.120 4.067 -0.889 0.1262
C 0.272 5.449 -0.692 -0.8596
H 4.087 3.056 3.386 0.3371
H 2.595 3.797 4.046 0.3253
H 3.116 4.048 2.253 0.2945
H 1.939 1.172 4.430 0.5010
H 0.809 -0.800 2.823 0.4646
H 3.138 -1.154 -2.534 0.5836
H 5.143 0.224 -3.134 0.4490
H 5.754 2.862 -0.771 0.3242
H 4.592 3.873 -1.704 0.3744
H 5.804 2.757 -2.510 0.3552
H -2.161 1.515 -1.442 0.5639
H -2.265 4.237 -1.420 0.4342
H 0.598 5.628 0.343 0.3355
H -0.680 5.982 -0.846 0.3625
H 0.871 5.819 -1.435 0.3621
N -5.074 -1.954 4.966 -0.4586
C -4.570 -1.907 3.714 0.9724
C -4.172 -3.065 3.043 -0.9555
C -3.497 -3.018 1.825 -0.3262
C -3.154 -1.747 1.284 -0.3303
C -3.577 -0.564 1.937 -0.6529
C -4.214 -0.647 3.127 -0.7618
S -2.212 -1.583 -0.106 2.2161
O -2.608 -0.423 -0.893 -1.1075
O -2.206 -2.824 -0.790 -1.0599
N -0.612 -1.235 0.206 0.1250
C 0.174 -2.307 0.520 -0.2479
N -0.237 -3.380 1.151 -0.3897
C 0.667 -4.388 1.291 -0.2514
C 1.992 -4.255 0.947 -1.0671
C 2.316 -3.002 0.375 -0.0109
N 1.480 -2.025 0.117 -0.0517
H -5.181 -2.849 5.439 0.2117
H -5.118 -1.187 5.586 0.1932
H -4.342 -3.997 3.478 0.3737
H -3.143 -3.901 1.342 0.5402
H -3.329 0.437 1.553 0.3566
H -4.672 0.192 3.660 0.3504
H 0.261 -5.354 1.734 0.4163
H 2.612 -5.140 1.037 0.4223
H 3.326 -2.875 -0.120 0.3819
N -2.898 -2.183 -3.295 -0.1190
C -1.725 -1.890 -4.239 -1.1244
C -0.409 -1.560 -3.536 -0.4531
N -0.298 -0.368 -2.629 -0.4783
H -3.139 -1.393 -2.736 0.2063
H -2.672 -2.980 -2.552 0.4240
H -3.697 -2.444 -3.876 0.4286
H -2.119 -0.972 -4.718 0.4060
H -1.582 -2.646 -4.982 0.4814
H 0.267 -1.400 -4.326 0.6362
H -0.115 -2.463 -2.951 0.2303
H -1.236 -0.124 -2.299 -0.0543
H 0.062 0.457 -3.130 0.4592